{"formula": "C5H8O2", "method": "ωB97M-V/def2-TZVPD", "species": ["C", "C", "C", "C", "C", "O", "O", "H", "H", "H", "H", "H", "H", "H", "H"], "xyz": [[-2.9779, 0.9300, 0.3603], [-1.7937, 0.3883, 0.0487], [-0.5011, 0.9880, 0.6268], [0.8167, 0.7646, -0.1877], [1.2680, -0.6842, -0.1049], [0.4609, -1.5660, -0.2720], [2.5543, -0.8532, -0.4897], [-2.9622, 2.0023, 0.5073], [-3.9193, 0.3985, 0.4291], [-1.6968, -0.6731, -0.1213], [-0.6909, 2.0586, 0.7922], [-0.3813, 0.5635, 1.6189], [0.6038, 0.9144, -1.2474], [1.5271, 1.5324, 0.1247], [2.8252, -1.7515, -0.2556]], "forces_ev_per_angstrom": [[0.901, 0.267, -0.776], [0.075, -0.533, 2.142], [-0.286, 0.468, -1.415], [-1.010, 0.463, 1.319], [-0.858, 0.508, -3.527], [0.309, -0.430, 1.631], [0.703, 0.258, 1.486], [-0.377, 0.098, 0.572], [0.064, 0.037, -0.526], [-0.215, -0.161, -0.367], [0.318, -0.133, -0.150], [0.034, -0.200, 0.140], [0.134, 0.003, -0.048], [0.316, -0.467, -0.063], [-0.109, -0.178, -0.417]], "lowdin_charge": [-0.004, -0.169, -0.187, -0.094, -0.505, 0.100, 0.095, 0.049, 0.052, 0.080, 0.106, 0.113, 0.130, 0.114, 0.122], "gap_ev": 10.087, "largest_force_ev_per_a": 3.7, "relative_energy_kj_mol": 120.2, "molar_mass_g_mol": 100.117, "energy_ha": -345.7592, "smiles": "C=CCCC(=O)O"}

---

{"formula": "C5H7NO", "method": "ωB97M-V/def2-TZVPD", "species": ["C", "C", "C", "C", "N", "H", "H", "H", "H", "H", "C", "O", "H", "H"], "xyz": [[0.7708, 0.6908, 0.8161], [0.0550, 0.6369, -0.3026], [0.6474, 1.3672, -1.4761], [-1.3474, 0.2942, -0.3331], [-2.4715, 0.0200, -0.4170], [1.8398, 0.8524, 0.7236], [0.3394, 0.6905, 1.7944], [1.0601, 0.7526, -2.2731], [1.4245, 2.0316, -1.0847], [-0.1523, 2.0075, -1.8483], [-0.5462, -2.3491, 1.0929], [-0.2691, -1.7397, 2.0957], [-1.5781, -2.4032, 0.7019], [0.2283, -2.8698, 0.4944]], "forces_ev_per_angstrom": [[-0.128, -0.029, 0.232], [0.248, 0.794, 0.302], [-0.014, 0.043, -0.412], [-0.856, -0.043, -0.049], [1.204, 0.204, 0.100], [-0.160, 0.397, 0.149], [-0.069, -0.825, 0.418], [-0.195, -0.061, -0.138], [-0.088, -0.220, -0.325], [0.151, 0.007, -0.399], [0.030, 0.102, 0.274], [-0.150, -0.413, -0.387], [0.068, -0.010, 0.129], [-0.041, 0.055, 0.107]], "lowdin_charge": [0.069, -0.360, -0.062, -0.201, 0.164, 0.086, 0.073, 0.080, 0.079, 0.088, -0.154, -0.024, 0.075, 0.087], "gap_ev": 10.284, "largest_force_ev_per_a": 1.2, "relative_energy_kj_mol": 238.2, "molar_mass_g_mol": 97.117, "energy_ha": -324.6337, "smiles": "C=C(C)C#N.C=O"}

---

{"formula": "C3H2ClFS", "method": "ωB97M-V/def2-TZVPD", "species": ["F", "C", "C", "S", "C", "Cl", "H", "H"], "xyz": [[0.1758, 1.7667, 0.0844], [0.1716, 0.4876, -0.0052], [-1.1620, -0.1010, 0.1550], [-1.7801, -1.6101, 0.3602], [1.2348, -0.1125, -0.1542], [1.0427, -1.8058, -0.4589], [-1.9210, 0.8646, 0.1072], [2.2382, 0.5106, -0.0885]], "forces_ev_per_angstrom": [[-0.203, 3.471, 0.416], [-6.619, 0.378, 1.032], [-3.117, 1.905, -0.231], [0.192, 1.746, -0.054], [7.998, -3.103, -0.939], [2.084, 0.174, -0.031], [1.555, -2.564, 0.299], [-1.888, -2.006, -0.492]], "lowdin_charge": [0.102, -0.612, -0.594, 0.653, -0.460, 0.630, 0.123, 0.159], "gap_ev": 7.584, "largest_force_ev_per_a": 8.6, "relative_energy_kj_mol": 154.3, "molar_mass_g_mol": 124.567, "energy_ha": -1073.6520, "smiles": "F/C(C=S)=C/Cl"}

---

{"formula": "C35H38F3N3O2", "method": "ωB97M-V/def2-TZVPD", "species": ["F", "C", "C", "C", "C", "C", "C", "H", "H", "H", "H", "H", "F", "C", "C", "C", "C", "C", "C", "H", "H", "H", "H", "H", "F", "C", "C", "C", "C", "C", "C", "H", "H", "H", "H", "H", "C", "C", "C", "N", "C", "C", "H", "H", "H", "H", "H", "C", "C", "C", "N", "C", "C", "H", "H", "H", "H", "H", "C", "C", "C", "N", "C", "C", "H", "H", "H", "H", "H", "C", "O", "H", "H", "H", "H", "C", "O", "H", "H", "H", "H"], "xyz": [[0.1075, 6.4531, -0.2819], [-0.3354, 5.7342, -1.3334], [-1.3912, 6.2207, -2.0822], [-1.8439, 5.4532, -3.1495], [-1.3273, 4.1799, -3.3718], [-0.2552, 3.7254, -2.6226], [0.2411, 4.5075, -1.5880], [-1.7936, 7.2128, -1.9264], [-2.6821, 5.7937, -3.7433], [-1.6760, 3.6158, -4.2281], [0.1940, 2.7612, -2.8175], [1.0124, 4.1627, -0.9120], [2.0164, -1.5002, -2.2709], [1.8547, -2.3507, -3.3055], [2.8063, -3.3288, -3.5093], [2.6432, -4.2198, -4.5496], [1.5286, -4.1498, -5.3779], [0.5475, -3.2118, -5.0983], [0.7579, -2.2277, -4.1371], [3.6977, -3.3665, -2.8972], [3.4107, -4.9679, -4.6980], [1.3249, -4.9605, -6.0654], [-0.3357, -3.0823, -5.7137], [0.0613, -1.4189, -3.9542], [-8.6315, -3.3387, 2.0941], [-7.7763, -2.3188, 2.3428], [-7.9962, -1.5234, 3.4528], [-7.0605, -0.5577, 3.7973], [-5.9925, -0.3102, 2.9461], [-5.7463, -1.1432, 1.8671], [-6.6539, -2.1613, 1.5678], [-8.8819, -1.6990, 4.0503], [-7.2578, 0.0464, 4.6722], [-5.2955, 0.4921, 3.1634], [-4.9083, -1.0305, 1.1946], [-6.3639, -2.8760, 0.8066], [4.4294, -0.6778, 0.1762], [4.5506, -2.0443, 0.3066], [5.2648, -2.7303, -0.6743], [5.7631, -2.1598, -1.7584], [5.6350, -0.8354, -1.8635], [4.9906, -0.0510, -0.9279], [3.9062, -0.1105, 0.9365], [4.0609, -2.5220, 1.1442], [5.3391, -3.8139, -0.6302], [6.1116, -0.4197, -2.7446], [4.9115, 1.0181, -1.0778], [-0.8740, -0.6682, 1.1932], [-1.5709, 0.5319, 1.2911], [-0.9894, 1.6565, 0.7396], [0.2010, 1.6338, 0.1356], [0.7876, 0.4572, -0.0442], [0.3418, -0.7219, 0.5489], [-1.3296, -1.5726, 1.5839], [-2.5420, 0.5830, 1.7648], [-1.4166, 2.6486, 0.8401], [1.7270, 0.4870, -0.5900], [0.8406, -1.6728, 0.4255], [3.4552, 2.9598, 0.5466], [4.0432, 2.8235, 1.7970], [5.0910, 3.6580, 2.1648], [5.6089, 4.5628, 1.3458], [4.9964, 4.7402, 0.1787], [3.9121, 3.9939, -0.2593], [2.6133, 2.3272, 0.3053], [3.6650, 2.0978, 2.5086], [5.5194, 3.5323, 3.1530], [5.4134, 5.5284, -0.4397], [3.4369, 4.2562, -1.1959], [-1.4523, -1.7415, 5.1758], [-0.5318, -1.7844, 6.2742], [-1.9869, -2.6836, 5.0519], [-2.2124, -0.9838, 5.3847], [-0.8711, -1.4625, 4.3013], [-0.6665, -2.5851, 6.7847], [-3.0748, -3.6248, 0.3411], [-2.4138, -4.4952, 1.2536], [-3.8399, -4.1627, -0.2256], [-3.4769, -2.7437, 0.8458], [-2.3736, -3.2406, -0.4010], [-2.9925, -4.6032, 2.0122]], "forces_ev_per_angstrom": [[0.076, 0.064, -0.063], [-0.365, -0.093, -0.009], [0.182, 0.221, -0.606], [-0.325, -0.446, 0.543], [0.338, 0.390, -0.658], [-0.009, 0.083, 0.231], [0.024, -0.025, 0.354], [0.015, -0.057, 0.267], [0.106, 0.134, -0.063], [-0.099, -0.131, 0.156], [-0.048, -0.042, 0.020], [0.054, -0.093, -0.142], [-0.018, 0.174, -0.046], [0.071, -0.198, -0.331], [0.380, 0.194, 0.191], [0.048, -0.020, -0.269], [-0.516, -0.783, 0.793], [0.179, 1.138, -0.608], [-0.041, -0.193, 0.712], [-0.098, 0.043, 0.120], [-0.079, -0.065, -0.113], [0.156, 0.239, -0.320], [0.026, -0.397, -0.041], [-0.098, -0.110, -0.086], [0.134, 0.317, -0.090], [0.057, -0.233, 0.378], [-0.141, -0.219, 0.165], [-0.658, 0.149, -0.565], [0.800, 0.124, 0.289], [-0.927, -0.192, -0.138], [0.866, -0.228, -0.185], [0.064, -0.001, 0.045], [0.201, 0.084, -0.011], [-0.073, -0.032, 0.065], [0.170, 0.240, 0.195], [-0.474, 0.028, -0.148], [-0.002, 0.316, -0.012], [0.088, 0.105, -0.085], [-0.809, -0.475, 0.188], [0.254, 0.137, 0.096], [0.319, -0.242, -0.237], [-0.095, 0.138, 0.009], [-0.027, 0.077, -0.075], [0.244, -0.315, -0.031], [0.148, 0.051, 0.094], [-0.183, 0.222, 0.016], [0.033, 0.002, 0.080], [-0.697, -0.206, 0.295], [0.077, -0.141, -0.225], [0.524, 0.370, 0.373], [-0.348, -0.081, -0.568], [0.707, -0.083, 0.698], [-0.355, 0.125, -0.616], [0.176, 0.003, 0.115], [0.021, 0.012, 0.045], [-0.232, -0.096, -0.024], [-0.071, -0.179, -0.061], [0.225, 0.115, -0.068], [0.041, 0.373, 0.528], [-0.121, -0.095, 0.094], [-0.208, -0.592, -0.173], [-0.031, 0.276, 0.261], [0.201, 0.068, -0.091], [-0.051, -0.082, -0.077], [-0.047, 0.133, -0.287], [0.061, -0.022, -0.064], [0.209, 0.208, -0.056], [-0.091, -0.028, -0.073], [0.054, -0.172, -0.065], [0.095, 0.189, 0.814], [-0.091, -0.073, -0.140], [0.218, -0.105, -0.256], [0.062, 0.104, -0.158], [-0.216, -0.121, -0.250], [-0.071, 0.014, -0.031], [0.102, -0.012, -0.230], [0.076, 0.338, -0.184], [-0.217, 0.136, 0.171], [-0.250, -0.120, 0.014], [0.298, -0.230, 0.184], [0.004, -0.100, 0.031]], "lowdin_charge": [0.056, -0.285, -0.018, -0.087, -0.100, -0.085, -0.029, 0.115, 0.102, 0.099, 0.101, 0.090, 0.048, -0.276, -0.014, -0.080, -0.093, -0.088, -0.019, 0.095, 0.107, 0.101, 0.104, 0.115, 0.055, -0.281, -0.016, -0.078, -0.098, -0.090, -0.020, 0.119, 0.106, 0.099, 0.087, 0.113, -0.090, -0.067, -0.172, 0.050, -0.148, -0.063, 0.092, 0.103, 0.105, 0.106, 0.094, -0.086, -0.061, -0.136, 0.060, -0.157, -0.052, 0.093, 0.093, 0.109, 0.086, 0.106, -0.089, -0.077, -0.154, 0.056, -0.154, -0.073, 0.065, 0.101, 0.103, 0.104, 0.096, -0.149, -0.127, 0.075, 0.073, 0.063, 0.067, -0.164, -0.115, 0.079, 0.047, 0.078, 0.072], "gap_ev": 9.570, "largest_force_ev_per_a": 1.3, "relative_energy_kj_mol": 0.0, "molar_mass_g_mol": 589.702, "energy_ha": -1970.7551, "smiles": "Fc1ccccc1.Fc1ccccc1.Fc1ccccc1.c1ccncc1.c1ccncc1.c1ccncc1.CO.CO"}

---

{"formula": "C3H9NO3", "method": "ωB97M-V/def2-TZVPD", "species": ["C", "N", "C", "C", "O", "O", "H", "H", "H", "H", "H", "H", "H", "O", "H", "H"], "xyz": [[0.7725, -1.2767, -2.0036], [0.0877, -0.0366, -1.5963], [0.1058, 0.1050, -0.1611], [-0.2842, 1.5044, 0.2592], [-0.0396, 2.4843, -0.3910], [-1.1673, 1.5402, 1.2908], [0.4986, -1.5219, -3.0263], [0.4923, -2.0544, -1.2991], [1.8569, -1.1239, -2.0081], [0.5783, 0.7387, -2.0193], [1.1352, -0.0295, 0.2285], [-0.5495, -0.5987, 0.3348], [-1.3937, 2.4874, 1.3850], [-0.6913, -1.0887, 2.7800], [-0.2743, -0.8862, 3.6262], [-1.1275, -0.2434, 2.6001]], "forces_ev_per_angstrom": [[-0.027, 0.897, 0.015], [-0.150, -0.369, -0.328], [0.960, 0.551, 0.588], [-1.264, -0.330, -1.367], [0.447, 0.188, 0.414], [0.435, 0.488, 0.217], [-0.225, -0.238, 0.044], [0.076, -0.284, -0.231], [0.131, -0.312, 0.275], [-0.169, 0.272, 0.068], [-0.214, -0.212, 0.243], [-0.004, -0.275, -0.051], [0.006, -0.400, 0.082], [-0.040, 0.550, 0.368], [0.124, -0.376, -0.010], [-0.086, -0.148, -0.327]], "lowdin_charge": [-0.115, -0.114, -0.176, -0.493, 0.112, 0.083, 0.072, 0.079, 0.077, 0.100, 0.140, 0.107, 0.137, -0.060, 0.041, 0.011], "gap_ev": 9.652, "largest_force_ev_per_a": 1.9, "relative_energy_kj_mol": 100.6, "molar_mass_g_mol": 107.109, "energy_ha": -400.1832, "smiles": "CNCC(=O)O.O"}

---

{"formula": "CH9N2O2", "method": "ωB97M-V/def2-TZVPD", "species": ["N", "C", "N", "H", "H", "H", "H", "H", "H", "H", "O", "H", "H", "O"], "xyz": [[1.2166, 0.7936, 0.3417], [0.7924, 1.0752, -0.8320], [-0.3550, 0.7427, -1.4356], [0.5725, 0.4452, 1.1688], [2.0881, 1.1191, 0.6826], [1.4681, 1.7270, -1.3833], [-0.8743, 1.5090, -1.7881], [-0.5681, -0.2360, -1.8236], [-0.6977, -2.5660, -1.6412], [-0.1925, -2.5347, -0.3751], [-0.8466, -1.9195, -0.8893], [-1.4849, -0.5200, 2.3642], [-0.4077, 0.3262, 3.2349], [-0.7110, 0.0382, 2.3762]], "forces_ev_per_angstrom": [[-2.454, -1.622, 2.617], [0.852, 1.116, -0.881], [-0.522, -2.305, 0.019], [0.625, -0.040, -2.019], [1.028, 0.471, -0.246], [0.044, 0.313, -0.021], [-0.138, 0.570, -1.090], [0.257, 1.782, 1.816], [-1.236, 1.314, 0.022], [-1.563, 2.176, 0.053], [2.816, -3.901, -0.208], [-0.227, -0.114, 0.580], [-0.620, -0.337, 0.574], [1.137, 0.578, -1.216]], "lowdin_charge": [0.225, -0.188, 0.118, 0.143, 0.127, 0.151, 0.108, 0.136, 0.084, 0.112, -0.121, 0.068, 0.066, -0.029], "gap_ev": 10.678, "largest_force_ev_per_a": 4.8, "relative_energy_kj_mol": 204.7, "molar_mass_g_mol": 81.095, "energy_ha": -303.2166, "charge": 1}